No. 1
Density functional theory data (wB97M-V/def2-TZVPD) for a cluster of 2 separate species, C5H13NO3S in total at a distorted geometry.

For the HOMO-LUMO gap (spin up / spin down), the calculation gives 7.4319 / 9.0338 eV. The HOMO energy (spin up / spin down) is -8.669 / -9.482 eV. The multiplicity is 1. Its LUMO energy (spin up / spin down) is -1.2371 / -0.4478 eV. Its energy above the lowest of the compared OMol25 structures with the same formula, charge and spin is 504.1 kJ/mol.

Element x y z (Å)
C: 1.21 0.03 1.64
C: 0.19 1.01 -1.40
C: -1.55 -0.53 -0.77
C: -1.08 1.39 0.61
C: 0.48 -0.48 0.47
N: -0.48 0.35 -0.25
O: 0.75 -1.88 -1.75
O: 2.48 -0.45 -0.79
O: 1.99 -2.63 0.24
S: 1.54 -1.55 -0.58
H: 1.88 -0.77 1.94
H: 1.82 0.91 1.41
H: 0.55 0.28 2.48
H: -0.51 1.65 -1.92
H: 1.04 1.59 -1.04
H: 0.57 0.24 -2.07
H: -2.03 -1.02 0.08
H: -2.26 0.05 -1.35
H: -1.09 -1.30 -1.39
H: -0.32 2.06 0.99
H: -1.80 1.96 0.03
H: -1.59 0.90 1.44
H: -1.81 -1.82 1.97


No. 2
Density functional theory data (wB97M-V/def2-TZVPD) for a cluster of 3 separate species, C5H13NO4 in total at a distorted geometry.

For the HOMO-LUMO gap, the calculation gives 10.1029 eV. The HOMO energy is -9.500 eV. The multiplicity is 1. The SMILES is C[C@H](C=O)N(C)C=O.O.O. Its LUMO energy is 0.6030 eV. Its energy above the lowest of the compared OMol25 structures with the same formula, charge and spin is 124.9 kJ/mol.

Element x y z (Å)
C: -0.17 1.66 0.77
N: -0.76 0.80 -0.16
C: -0.13 0.86 -1.47
C: -2.30 -0.49 1.28
C: -1.07 -0.56 0.39
C: 0.15 -1.14 1.13
O: 0.98 -1.74 0.51
O: -0.11 1.47 1.96
H: 0.05 2.66 0.36
H: 0.37 1.86 -1.54
H: 0.64 0.16 -1.72
H: -0.93 0.85 -2.23
H: -2.89 -1.37 1.00
H: -2.17 -0.45 2.36
H: -2.84 0.40 0.98
H: -1.11 -1.19 -0.52
H: 0.13 -0.80 2.18
H: 0.53 -1.64 -3.04
H: 1.77 -0.97 -2.36
O: 1.45 -1.42 -3.15
H: 2.88 -0.47 0.98
H: 2.65 1.05 1.51
O: 2.88 0.48 0.78


No. 3
Density functional theory data (wB97M-V/def2-TZVPD) for the molecule C5H13NO4S at a distorted geometry.

For the HOMO-LUMO gap, the calculation gives 9.6590 eV. The HOMO energy is -9.067 eV. The multiplicity is 1. The SMILES is CCN(CC)S(=O)(=O)C(O)O. Its LUMO energy is 0.5919 eV. Its energy above the lowest of the compared OMol25 structures with the same formula, charge and spin is 223.7 kJ/mol.

Element x y z (Å)
C: -2.50 -0.44 -0.59
C: -0.82 2.48 0.24
C: -1.20 -1.02 0.08
C: -0.50 1.35 1.19
C: 2.08 -1.66 0.19
N: -0.25 0.06 0.44
O: 1.92 1.19 -0.21
O: 0.68 -0.07 -1.94
O: 2.31 -2.44 -0.89
O: 3.26 -1.20 0.83
S: 1.05 0.08 -0.57
H: -3.03 0.06 0.24
H: -2.29 0.26 -1.40
H: -2.89 -1.43 -0.96
H: -1.78 2.33 -0.14
H: -0.56 3.37 0.86
H: -0.05 2.42 -0.54
H: -1.56 -1.47 0.91
H: -0.57 -1.71 -0.50
H: 0.49 1.48 1.68
H: -1.36 1.12 1.77
H: 1.29 -2.11 0.91
H: 2.55 -1.96 -1.68
H: 3.74 -0.71 0.11


No. 4
Density functional theory data (wB97M-V/def2-TZVPD) for a cluster of 2 separate species, C5H13NO4S in total at a distorted geometry.

For the HOMO-LUMO gap, the calculation gives 10.4718 eV. The HOMO energy is -9.766 eV. The multiplicity is 1. The SMILES is CC(C)S(=O)(=O)O.N[C@H]1CO1. Its LUMO energy is 0.7054 eV. Its energy above the lowest of the compared OMol25 structures with the same formula, charge and spin is 204.0 kJ/mol.

Element x y z (Å)
C: 1.82 1.31 -1.25
C: 2.44 0.74 1.26
C: -2.96 -1.52 0.27
C: -2.77 -0.08 0.00
C: 1.46 0.73 0.10
N: -2.00 0.55 -0.97
O: 0.15 -0.99 -1.38
O: 2.21 -1.75 -0.26
O: 0.25 -1.40 1.08
O: -2.14 -0.74 1.12
S: 1.01 -0.99 -0.22
H: 2.35 2.32 -1.15
H: 0.91 1.29 -2.01
H: 2.62 0.85 -1.82
H: 3.34 0.24 0.89
H: 2.39 1.72 1.79
H: 2.03 0.00 2.07
H: -2.32 -2.22 -0.24
H: -4.02 -1.95 0.62
H: -3.62 0.55 0.40
H: -1.82 1.52 -0.58
H: -1.11 0.04 -1.27
H: -0.69 -1.38 1.16
H: 0.49 1.16 0.40


Number 1: E -876.76163 hartree. Number 2: E -553.98941 hartree. Number 3: E -952.12078 hartree. Number 4: E -952.12827 hartree.